Record 1
DFT (the ωB97M-V functional and the def2-TZVPD basis) results for C32H36BCl2N12SSiSn as an isolated structure.

The geometry in XYZ format:
```
86
Properties=species:S:1:pos:R:3:forces:R:3
Sn 0.352 0.807 0.189 -0.698 0.406 -0.219
C -4.100 1.628 1.249 0.031 0.103 -0.002
C -2.815 1.993 0.834 -0.057 -0.078 -0.066
N -2.105 0.921 0.512 -0.009 0.098 0.036
N -2.904 -0.152 0.715 -0.117 -0.036 -0.207
C -4.107 0.255 1.169 0.082 0.017 0.075
B -2.307 -1.577 0.616 0.034 0.015 0.169
N -1.540 -1.725 -0.728 0.145 0.075 0.002
C -1.833 -2.554 -1.744 0.052 -0.050 -0.052
C -0.991 -2.272 -2.800 0.049 0.042 -0.023
C -0.197 -1.221 -2.341 -0.131 -0.006 0.018
N -0.529 -0.909 -1.093 -0.056 -0.013 -0.020
N -1.352 -1.694 1.827 -0.012 -0.341 -0.011
C -1.434 -2.453 2.939 0.071 0.067 0.037
C -0.533 -1.964 3.860 -0.003 0.021 0.001
C 0.069 -0.876 3.219 -0.064 0.110 0.095
N -0.427 -0.723 1.999 0.047 -0.121 0.013
N -3.402 -2.639 0.609 -0.013 0.111 -0.015
C -4.591 -2.585 -0.050 0.022 0.039 0.025
C -5.098 -3.855 -0.115 0.021 -0.134 0.005
C -4.123 -4.647 0.524 0.001 0.014 -0.030
N -3.103 -3.920 0.941 -0.056 0.053 -0.029
H -4.899 2.274 1.571 0.022 -0.027 -0.007
H -2.378 2.971 0.763 0.038 0.095 0.006
H -4.878 -0.449 1.432 0.043 -0.012 -0.005
H -2.614 -3.294 -1.668 0.007 0.046 0.088
H -0.967 -2.752 -3.763 0.006 0.018 0.018
H 0.568 -0.661 -2.855 -0.035 -0.033 0.000
H -2.116 -3.282 2.996 -0.021 0.022 -0.074
H -0.347 -2.336 4.853 -0.004 0.022 -0.030
H 0.818 -0.194 3.590 -0.018 -0.031 -0.045
H -4.983 -1.660 -0.439 0.058 -0.023 -0.013
H -6.027 -4.172 -0.557 0.015 0.031 0.021
H -4.121 -5.714 0.687 -0.007 0.030 0.023
Cl 2.815 1.162 2.232 0.353 -0.133 0.024
C 2.337 2.168 3.555 -0.256 0.189 0.103
C 3.116 2.157 4.699 0.063 -0.058 -0.017
C 2.764 2.955 5.772 0.005 0.027 0.036
C 1.633 3.750 5.688 -0.021 0.042 0.028
C 0.861 3.741 4.541 0.047 -0.077 -0.046
Cl -0.543 4.755 4.493 -0.012 0.034 0.058
C 1.178 2.948 3.423 -0.010 -0.113 -0.086
S 0.156 2.995 2.006 0.059 -0.180 -0.334
H 3.996 1.528 4.738 -0.024 0.012 -0.029
H 3.371 2.961 6.667 -0.018 -0.005 -0.009
H 1.340 4.385 6.514 -0.008 -0.009 -0.025
C 4.313 0.822 -0.676 -0.081 0.058 0.000
C 3.380 1.281 -1.761 0.077 0.010 0.034
C 3.869 1.660 -2.990 -0.016 -0.050 -0.013
C 2.969 2.198 -3.916 -0.052 0.027 -0.003
C 1.642 2.324 -3.610 0.006 0.002 0.089
C 1.160 1.859 -2.349 -0.015 0.419 -0.327
N 2.066 1.360 -1.475 0.063 -0.322 0.249
N -0.116 1.870 -1.940 0.620 -0.255 0.383
Si -1.485 2.409 -2.857 -0.559 0.082 0.015
C -1.987 4.121 -2.274 -0.095 -0.074 -0.116
C -1.302 2.531 -4.731 0.205 -0.056 -0.062
C -2.908 1.197 -2.684 0.045 0.008 0.083
H 5.224 0.401 -1.099 -0.009 0.014 -0.019
H 3.837 0.085 -0.036 0.078 0.029 -0.025
H 4.586 1.675 -0.050 0.006 -0.014 -0.025
H 4.922 1.559 -3.213 -0.011 0.042 0.026
H 3.330 2.538 -4.881 -0.020 0.001 0.003
H 0.951 2.774 -4.301 0.138 -0.018 -0.026
H -1.324 4.887 -2.684 0.019 -0.047 0.011
H -1.942 4.199 -1.192 -0.015 0.036 0.192
H -3.008 4.354 -2.591 0.063 0.014 0.007
H -0.807 3.447 -5.066 -0.055 -0.048 -0.014
H -2.307 2.519 -5.162 -0.004 0.033 0.056
H -0.760 1.678 -5.150 -0.057 0.021 -0.021
H -3.038 0.853 -1.663 -0.083 -0.054 0.077
H -2.739 0.318 -3.314 0.021 0.029 0.006
H -3.841 1.669 -3.006 0.067 -0.021 -0.019
N 4.285 -5.031 -0.064 0.027 0.062 0.006
C 3.555 -3.879 0.050 0.010 0.012 0.028
C 3.119 -3.409 1.291 0.029 -0.067 0.001
C 2.420 -2.222 1.355 -0.052 -0.011 -0.058
N 2.120 -1.471 0.293 -0.009 -0.072 -0.113
C 2.545 -1.926 -0.892 0.005 -0.027 0.144
C 3.250 -3.094 -1.066 0.016 -0.057 -0.061
H 4.302 -5.675 0.705 -0.010 -0.012 -0.003
H 4.435 -5.421 -0.977 -0.035 -0.035 -0.003
H 3.323 -3.970 2.196 -0.009 0.039 -0.003
H 2.076 -1.858 2.313 0.020 0.012 0.001
H 2.316 -1.306 -1.748 0.062 -0.011 0.005
H 3.562 -3.403 -2.057 -0.010 0.039 0.006
```
Forces are in eV/Å.

The value obtained for the calculated total energy is -3745.49970 a.u. Its spin multiplicity is 2. For the LUMO energy (spin up / spin down), the calculation gives 0.56 / -1.12 eV.



Record 2
DFT (the ωB97M-V functional and the def2-TZVPD basis) results for C32H36BCsF9N5O as an isolated structure at a distorted geometry.

The geometry in XYZ format:
```
85
Properties=species:S:1:pos:R:3:forces:R:3
Cs 1.487 0.082 2.002 0.270 -0.111 -0.986
C -3.263 -4.008 0.213 0.037 -0.033 0.009
N -2.661 -3.855 1.526 0.009 0.136 -0.018
C -3.416 -4.325 2.673 0.015 -0.036 -0.002
C -1.335 -3.781 1.633 0.031 0.006 0.107
N -0.193 -3.687 1.780 -0.039 0.004 -0.069
H -3.418 -5.064 -0.037 0.005 -0.002 -0.008
H -2.619 -3.554 -0.535 0.054 0.041 -0.059
H -4.226 -3.496 0.201 0.000 0.002 0.002
H -3.597 -5.405 2.624 0.004 -0.007 0.001
H -4.377 -3.809 2.706 -0.003 0.001 -0.008
H -2.868 -4.100 3.584 0.001 0.014 0.004
F 6.232 -1.061 -0.519 -0.026 -0.001 0.081
B 5.752 -1.122 0.804 -0.013 -0.069 -0.014
F 4.870 -0.033 1.036 -0.125 0.010 0.052
F 5.041 -2.327 0.998 0.029 0.082 -0.008
F 6.831 -1.050 1.708 -0.081 -0.002 -0.065
F 1.923 0.897 9.882 0.010 0.002 0.036
C 1.665 0.776 8.559 -0.013 -0.015 -0.018
C 2.237 1.638 7.640 -0.014 -0.004 -0.036
F 3.057 2.612 8.079 0.025 0.040 0.014
C 1.971 1.513 6.293 -0.004 0.016 0.004
F 2.547 2.393 5.449 0.028 0.021 -0.016
C 1.121 0.516 5.746 -0.128 -0.005 -0.027
O 0.878 0.406 4.502 -0.067 0.088 0.883
C 0.560 -0.333 6.737 -0.007 -0.003 -0.025
F -0.282 -1.312 6.344 -0.019 -0.034 -0.006
C 0.821 -0.212 8.086 0.004 0.021 -0.023
F 0.248 -1.061 8.963 -0.018 -0.024 0.023
C -0.803 2.680 -6.235 -0.003 0.010 0.008
C -0.830 2.529 -4.730 0.004 -0.015 0.022
C -1.261 3.589 -3.941 -0.024 0.005 -0.001
C -1.261 3.421 -2.546 0.020 -0.034 -0.005
C -1.725 4.556 -1.664 -0.002 -0.024 0.005
C -0.846 2.237 -1.987 0.006 0.005 -0.013
C -0.383 1.097 -2.748 -0.058 -0.081 -0.023
C -0.408 1.332 -4.173 0.016 0.023 0.032
N -0.039 0.025 -2.047 0.113 0.114 0.000
C 0.584 -1.197 -2.513 -0.024 -0.031 -0.026
C 1.993 -1.292 -1.894 0.025 0.036 -0.038
C 2.658 -2.651 -2.126 0.006 0.010 -0.013
C 1.783 -3.750 -1.514 -0.029 0.028 -0.017
C 0.398 -3.726 -2.171 0.031 -0.007 -0.002
C 0.539 -3.960 -3.677 -0.002 0.005 0.005
C 1.405 -2.849 -4.276 0.000 0.004 0.034
C 2.793 -2.889 -3.631 -0.018 -0.012 0.002
C 0.752 -1.481 -4.026 0.007 0.017 0.028
C -0.249 -2.359 -1.939 -0.075 -0.072 0.020
H -1.242 3.633 -6.539 0.002 -0.004 -0.006
H -1.362 1.878 -6.725 0.006 -0.003 0.000
H 0.221 2.644 -6.617 -0.001 -0.001 -0.003
H -1.581 4.525 -4.389 0.005 -0.003 0.007
H -1.815 5.482 -2.237 0.016 0.004 0.011
H -1.029 4.730 -0.840 -0.012 -0.004 0.024
H -2.702 4.343 -1.222 -0.011 0.011 0.000
H -0.830 2.127 -0.906 0.007 -0.003 -0.003
H -0.095 0.566 -4.862 -0.007 -0.003 -0.014
H 1.901 -1.111 -0.823 0.001 0.032 0.087
H 2.612 -0.486 -2.301 0.000 0.001 0.030
H 3.643 -2.656 -1.653 -0.009 0.004 0.015
H 1.684 -3.591 -0.437 0.016 -0.012 0.006
H 2.252 -4.731 -1.656 0.008 0.001 -0.008
H -0.224 -4.519 -1.734 -0.022 0.018 0.016
H -0.451 -3.958 -4.150 0.004 -0.001 0.000
H 0.994 -4.940 -3.869 0.003 0.002 -0.007
H 1.498 -3.003 -5.357 -0.005 -0.007 -0.013
H 3.434 -2.119 -4.073 -0.005 -0.003 0.004
H 3.268 -3.860 -3.820 0.009 0.005 -0.007
H -0.227 -1.451 -4.516 0.006 0.003 -0.011
H 1.380 -0.707 -4.472 -0.013 -0.007 -0.013
H -0.379 -2.169 -0.869 -0.017 0.000 0.021
H -1.240 -2.311 -2.409 -0.051 -0.032 0.041
N -3.590 6.192 1.892 0.032 -0.012 -0.047
C -2.728 5.104 1.940 -0.004 0.005 0.011
C -1.380 5.263 2.249 -0.028 0.029 -0.006
C -0.557 4.151 2.234 -0.018 -0.052 0.029
N -0.970 2.922 1.935 0.099 -0.093 -0.029
C -2.259 2.781 1.635 0.042 -0.009 0.009
C -3.171 3.821 1.630 -0.021 0.020 0.005
H -3.297 7.004 2.408 -0.008 0.008 0.033
H -4.568 5.980 1.998 -0.010 0.001 0.012
H -0.981 6.240 2.493 0.022 -0.016 -0.002
H 0.494 4.251 2.483 -0.009 0.019 -0.008
H -2.580 1.778 1.377 -0.010 0.008 -0.018
H -4.206 3.644 1.364 0.020 -0.025 -0.008
```
Forces are in eV/Å.

The value obtained for the calculated total energy is -2534.10009 a.u. Its net charge is -2. For the LUMO energy, the calculation gives 3.46 eV.



Record 3
DFT (the ωB97M-V functional and the def2-TZVPD basis) results for a 2-piece molecular cluster, C32H36BF2NO2S overall at a distorted geometry.

The geometry in XYZ format:
```
75
Properties=species:S:1:pos:R:3:forces:R:3
C 3.904 5.476 3.020 0.398 0.381 0.252
C 3.084 4.363 2.488 -0.086 -0.601 -0.949
C 2.964 3.957 1.168 0.383 0.168 1.114
C 2.071 2.876 0.982 -0.838 0.195 0.997
C 1.394 2.570 2.158 2.571 0.241 -0.542
B 1.702 -0.682 2.381 -0.251 3.062 -0.429
C 0.132 1.964 2.299 -1.435 -1.148 0.244
C -0.513 1.877 3.557 -0.024 -0.118 -1.377
C -1.896 1.943 3.573 0.067 -0.496 0.469
C -2.595 2.161 2.369 0.560 0.764 -0.416
N -3.871 2.600 2.389 -1.172 0.146 0.369
C -4.482 3.103 1.183 0.150 -0.220 0.158
C -4.622 2.612 3.627 0.200 -0.062 -0.319
C -1.946 2.058 1.112 0.439 -0.709 0.613
C -0.594 1.763 1.103 -0.527 0.489 0.932
O 2.428 -0.417 1.233 0.581 -0.886 1.786
C 3.797 -0.594 1.737 -0.084 0.368 -0.158
C 4.125 -1.998 1.248 0.137 -0.224 -0.059
C 4.636 0.483 1.079 0.479 0.244 -0.029
C 3.680 -0.478 3.347 -0.270 0.087 0.059
C 3.964 -1.769 4.118 0.055 -0.244 0.179
C 4.453 0.660 3.971 0.248 0.275 -0.113
O 2.255 -0.227 3.579 0.662 -0.985 -1.436
S 2.082 3.407 3.523 -0.159 0.419 -0.903
H 4.169 6.124 2.174 0.027 -0.024 0.354
H 3.351 6.062 3.773 0.212 -0.124 -0.343
H 4.835 5.129 3.498 -0.265 0.107 -0.178
H 3.459 4.465 0.357 0.221 0.023 -0.047
H 1.818 2.436 0.021 0.051 0.250 0.233
H 0.114 1.700 4.435 -0.394 0.467 -0.064
H -2.439 1.885 4.520 0.248 0.022 -0.389
H -3.960 3.993 0.804 -0.130 -0.065 0.036
H -4.445 2.334 0.408 -0.299 0.095 -0.164
H -5.515 3.340 1.413 -0.059 0.106 -0.222
H -4.643 1.605 4.055 -0.200 0.038 0.079
H -4.184 3.280 4.377 -0.086 0.085 -0.073
H -5.629 2.937 3.378 -0.051 -0.062 0.331
H -2.503 2.219 0.196 0.203 -0.442 0.100
H -0.069 1.410 0.225 -0.008 0.688 -0.287
H 5.134 -2.363 1.472 -0.126 0.234 -0.020
H 3.403 -2.702 1.678 0.227 0.022 0.000
H 3.951 -2.004 0.168 0.263 -0.041 0.095
H 5.702 0.325 1.268 -0.024 -0.050 0.017
H 4.492 0.493 -0.007 -0.079 -0.290 0.157
H 4.391 1.492 1.419 -0.122 -0.233 0.099
H 5.000 -2.124 4.055 -0.125 0.184 -0.159
H 3.753 -1.564 5.174 0.058 -0.025 -0.165
H 3.293 -2.587 3.830 0.180 0.182 -0.047
H 5.525 0.491 3.835 -0.041 0.134 0.054
H 4.173 1.632 3.562 0.103 -0.187 -0.145
H 4.239 0.716 5.040 0.009 -0.194 -0.018
F -1.617 -3.122 -2.708 0.429 0.582 0.663
C -1.104 -2.562 -1.561 -0.272 -0.704 0.270
C -1.906 -1.723 -0.799 0.191 -0.006 0.002
C -1.447 -1.294 0.449 0.245 -0.042 -0.048
C -0.181 -1.656 0.924 -0.074 0.287 -0.006
C 0.280 -1.217 2.312 -0.746 -2.003 -0.405
C 0.515 -2.411 3.275 -0.474 -0.445 0.641
C 0.490 -2.122 4.654 -0.113 -1.020 -0.005
C 0.705 -3.126 5.608 0.161 0.738 0.053
C 1.050 -4.395 5.183 -0.190 -0.691 0.352
F 1.264 -5.379 6.131 -0.085 0.839 -0.823
C 1.114 -4.720 3.842 0.079 -0.106 -0.435
C 0.835 -3.725 2.890 -0.110 0.413 0.318
C 0.630 -2.429 0.085 0.006 -0.235 -0.185
C 0.152 -2.964 -1.116 -0.185 0.537 -0.052
H -2.883 -1.426 -1.162 0.061 -0.075 -0.011
H -2.050 -0.617 1.057 0.014 -0.348 -0.197
H -0.436 -0.533 2.759 -0.040 -0.124 0.069
H 0.293 -1.109 4.979 -0.072 -0.052 0.031
H 0.653 -2.898 6.678 0.022 -0.159 -0.458
H 1.367 -5.738 3.513 -0.147 0.536 0.299
H 0.857 -3.971 1.831 -0.014 -0.129 0.319
H 1.666 -2.633 0.364 -0.489 -0.050 -0.072
H 0.747 -3.661 -1.699 -0.075 0.212 0.000
```
Forces are in eV/Å.

The value obtained for the calculated total energy is -2069.02877 a.u. Its structure (SMILES) is CC1(C)OB(C(c2ccc(F)cc2)c2ccc(F)cc2)OC1(C)C.Cc1ccc(-c2ccc(N(C)C)cc2)s1. For the LUMO energy, the calculation gives 0.46 eV.